No. 1
This record from the OMol25 dataset describes C4H6ClFO2 in the gas phase in a non-equilibrium geometry. The level of theory is ωB97M-V/def2-TZVPD.

```
! RIJCOSX wB97M-V def2-TZVPD def2/J DEFGRID3
* xyz 0 1
O -0.295 1.933 0.678
C -0.477 0.545 0.659
C 0.742 -0.167 1.100
O 1.907 0.634 0.926
C 0.281 -0.307 -0.387
C -0.448 -1.486 -1.052
F 0.321 -2.079 -2.078
Cl -2.056 -0.628 -1.832
H -0.634 2.423 -0.195
H -1.579 0.372 0.737
H 0.566 -0.955 1.919
H 1.535 1.570 0.877
H 0.753 0.403 -1.037
H -0.616 -2.257 -0.317
*
```

* lowest unoccupied orbital energy: 0.4 eV
* Kohn-Sham gap: 10.1 eV
* highest occupied orbital energy: -0.354 Eh

=====

No. 2
This record from the OMol25 dataset describes 2 unconnected molecules or ions with the total composition CH4BrNO in a non-equilibrium geometry. The level of theory is ωB97M-V/def2-TZVPD.

```
! RIJCOSX wB97M-V def2-TZVPD def2/J DEFGRID3
* xyz 0 1
C -1.095 -0.136 -0.409
N 1.606 -0.566 0.745
O -1.558 0.958 -0.904
Br 2.531 -0.254 -0.780
H -1.795 1.659 -0.207
H -0.331 -0.848 -0.709
H -1.524 -0.449 0.594
H 2.167 -0.363 1.669
*
```

* lowest unoccupied orbital energy (spin up / spin down): 0.4 / -1.1 eV
* Kohn-Sham gap (spin up / spin down): 10.1 / 5.6 eV
* highest occupied orbital energy (spin up / spin down): -0.357 / -0.247 Eh

=====

No. 3
This record from the OMol25 dataset describes a molecular structure, C8H8 in a non-equilibrium geometry. The level of theory is ωB97M-V/def2-TZVPD.

```
! RIJCOSX wB97M-V def2-TZVPD def2/J DEFGRID3
* xyz 0 1
C 1.260 -2.272 -0.134
C 0.232 -1.465 0.142
C 1.610 -0.898 -0.502
C 1.054 0.362 -0.257
C 1.683 0.196 -1.579
C -0.275 0.016 0.330
C -0.454 0.340 1.842
C -1.586 0.406 -0.347
H 2.716 0.664 -1.853
H 1.172 -0.125 -2.459
H -0.420 -0.549 2.399
H -1.417 0.754 1.881
H 0.264 1.074 2.241
H -2.423 -0.204 -0.130
H -1.426 0.334 -1.438
H -1.992 1.368 -0.135
*
```

* lowest unoccupied orbital energy: 0.1 eV
* Kohn-Sham gap: 8.9 eV
* highest occupied orbital energy: -0.322 Eh

=====

Energy relative to the best compared isomer or geometry (same formula, charge and spin) / kJ/mol: 151.68, 309.74, 787.87